(1)
7 unconnected molecules or ions with the total composition C55H53ClF14N6O21S3, computed with the ωB97M-V functional and the def2-TZVPD basis.

CARTESIAN COORDINATES (ANGSTROEM)
C: 1.08 -1.90 -1.96
C: -0.28 -1.97 -2.65
O: -0.17 -2.77 -3.82
C: -0.89 -0.59 -2.98
O: 0.07 0.47 -2.80
C: -0.49 1.76 -2.77
C: -0.42 2.39 -1.35
C: -0.69 1.41 -0.20
C: 0.50 1.40 0.80
C: 0.33 0.38 1.94
F: -0.90 -0.22 1.89
F: 1.25 -0.63 1.78
C: 0.51 0.96 3.40
F: 0.85 2.26 3.33
F: -0.67 0.89 4.08
C: 1.58 0.26 4.29
F: 2.79 0.36 3.71
F: 1.62 0.98 5.44
C: 1.28 -1.25 4.67
F: 0.18 -1.71 4.09
F: 2.29 -2.02 4.29
F: 1.14 -1.38 5.98
C: -1.31 3.63 -1.26
C: -2.83 3.44 -1.48
C: -3.73 3.83 -0.29
C: -4.07 2.74 0.75
C: -4.37 1.39 0.09
S: -4.83 0.03 1.17
O: -4.15 -1.16 0.72
O: -6.25 0.02 1.34
Cl: -4.03 0.50 2.99
O: -0.74 4.66 -2.14
S: -0.54 4.36 -3.69
O: -1.83 4.19 -4.30
O: 0.39 5.33 -4.17
C: 0.27 2.73 -3.71
S: 0.33 2.15 -5.44
O: 0.16 3.26 -6.34
O: -0.48 0.98 -5.57
C: 2.12 1.69 -5.68
F: 2.25 1.40 -6.96
F: 2.83 2.79 -5.39
C: 2.67 0.52 -4.83
F: 1.89 -0.52 -4.88
F: 2.79 0.90 -3.56
F: 3.86 0.18 -5.27
H: 1.85 -1.44 -2.59
H: 1.40 -2.92 -1.70
H: 0.99 -1.33 -1.02
H: -0.98 -2.47 -1.95
H: -1.02 -3.23 -3.96
H: -1.27 -0.57 -4.01
H: -1.75 -0.41 -2.31
H: -1.53 1.75 -3.15
H: 0.62 2.77 -1.25
H: -1.58 1.72 0.37
H: -0.86 0.40 -0.55
H: 0.65 2.41 1.17
H: 1.41 1.10 0.25
H: -1.17 4.04 -0.25
H: -3.10 4.10 -2.31
H: -3.06 2.43 -1.84
H: -3.23 4.65 0.25
H: -4.68 4.24 -0.67
H: -4.97 3.07 1.29
H: -3.29 2.62 1.51
H: -5.22 1.42 -0.61
H: -3.47 1.00 -0.42
H: 1.29 2.91 -3.33
O: 6.48 1.30 1.65
N: 7.36 1.75 2.35
O: 8.43 2.16 1.94
C: 7.11 1.81 3.80
C: 5.92 1.32 4.30
C: 5.70 1.37 5.67
C: 6.66 1.91 6.51
C: 7.84 2.41 5.99
C: 8.08 2.36 4.63
H: 5.18 0.89 3.64
H: 4.77 0.98 6.08
H: 6.48 1.95 7.58
H: 8.58 2.85 6.65
H: 9.00 2.74 4.21
O: -6.97 -6.27 7.15
N: -5.89 -5.70 7.21
O: -5.05 -5.90 8.06
C: -5.59 -4.69 6.17
C: -6.55 -4.41 5.21
C: -6.26 -3.46 4.25
C: -5.04 -2.80 4.26
C: -4.09 -3.10 5.24
C: -4.37 -4.05 6.21
H: -7.50 -4.93 5.21
H: -6.99 -3.22 3.49
H: -4.82 -2.06 3.51
H: -3.14 -2.59 5.24
H: -3.64 -4.29 6.97
O: -9.64 -4.04 2.83
N: -8.95 -3.85 1.85
O: -8.45 -2.77 1.55
C: -8.66 -5.00 0.98
C: -9.23 -6.22 1.28
C: -8.96 -7.30 0.45
C: -8.14 -7.13 -0.66
C: -7.58 -5.90 -0.95
C: -7.84 -4.81 -0.12
H: -9.86 -6.33 2.15
H: -9.39 -8.26 0.67
H: -7.94 -7.98 -1.31
H: -6.94 -5.77 -1.81
H: -7.41 -3.84 -0.33
O: -2.16 -4.56 -4.95
N: -2.17 -5.51 -5.72
O: -3.13 -6.24 -5.88
C: -0.96 -5.77 -6.52
C: 0.15 -4.97 -6.34
C: 1.29 -5.24 -7.09
C: 1.29 -6.29 -7.99
C: 0.16 -7.08 -8.16
C: -0.98 -6.82 -7.42
H: 0.14 -4.15 -5.63
H: 2.17 -4.63 -6.96
H: 2.18 -6.50 -8.57
H: 0.17 -7.90 -8.86
H: -1.87 -7.43 -7.53
O: 5.53 2.49 -8.72
N: 6.62 3.00 -8.54
O: 7.34 3.42 -9.42
C: 7.09 3.12 -7.15
C: 6.30 2.63 -6.13
C: 6.76 2.72 -4.83
C: 7.99 3.32 -4.56
C: 8.76 3.82 -5.60
C: 8.32 3.72 -6.91
H: 5.35 2.17 -6.36
H: 6.16 2.34 -4.02
H: 8.34 3.39 -3.54
H: 9.72 4.28 -5.39
H: 8.91 4.10 -7.73
O: 5.87 4.77 7.22
N: 4.88 4.29 7.73
O: 4.88 3.35 8.50
C: 3.57 4.88 7.39
C: 3.53 5.93 6.50
C: 2.30 6.48 6.17
C: 1.14 5.97 6.73
C: 1.21 4.91 7.64
C: 2.43 4.36 7.97
H: 4.45 6.32 6.06
H: 2.25 7.30 5.47
H: 0.18 6.39 6.47
H: 0.30 4.52 8.08
H: 2.50 3.54 8.67

Computed properties:
Lowest unoccupied orbital energy (eV): -0.88
Net charge: 0
Frontier orbital gap (eV): 9.02

(2)
A molecular structure, C51H64As2N6OS6TeTi, computed with the ωB97M-V functional and the def2-TZVPD basis.

CARTESIAN COORDINATES (ANGSTROEM)
Ti: -0.94 1.04 0.43
S: -4.92 -1.26 1.52
As: -3.62 0.44 1.64
S: -3.22 1.24 -0.35
S: -1.65 -0.06 2.48
S: -4.67 1.76 2.92
C: -3.02 -3.63 -1.65
C: -3.00 -2.17 -1.17
N: -1.84 -1.94 -0.32
C: -1.96 -2.76 0.87
C: -2.08 -4.25 0.51
N: -1.91 -4.35 -0.97
C: -0.60 -3.78 -1.36
C: -0.62 -2.27 -1.02
H: -2.86 -3.71 -2.73
H: -3.97 -4.11 -1.40
H: -3.89 -1.94 -0.57
H: -2.97 -1.47 -2.01
H: -2.85 -2.44 1.43
H: -1.08 -2.59 1.51
H: -3.06 -4.64 0.78
H: -1.30 -4.84 0.99
H: -1.93 -5.34 -1.23
H: -0.45 -3.96 -2.43
H: 0.17 -4.30 -0.80
H: -0.55 -1.65 -1.92
H: 0.22 -2.02 -0.37
C: -0.08 5.42 0.10
As: -1.35 3.90 -0.14
C: -2.18 4.10 1.63
C: -2.72 4.90 -1.25
C: -3.75 5.72 -0.58
C: -4.88 5.11 -0.05
C: -5.90 5.86 0.51
C: -5.80 7.25 0.53
C: -4.67 7.86 0.04
C: -3.65 7.11 -0.50
H: -0.57 6.30 0.51
H: 0.39 5.68 -0.85
H: 0.70 5.08 0.79
H: -2.30 5.15 1.89
H: -1.53 3.61 2.37
H: -3.16 3.61 1.66
H: -3.22 4.11 -1.82
H: -2.14 5.51 -1.95
H: -4.97 4.03 -0.10
H: -6.77 5.37 0.91
H: -6.61 7.84 0.94
H: -4.58 8.94 0.08
H: -2.77 7.60 -0.90
C: -0.11 -7.91 3.47
C: 0.36 -6.52 3.18
C: 0.09 -5.47 4.05
C: 0.51 -4.18 3.78
C: 0.18 -3.09 4.76
C: 1.25 -3.89 2.62
Te: 1.31 -1.61 2.14
N: 0.88 0.17 0.92
C: 0.99 1.22 1.67
O: 0.20 2.21 1.41
C: 1.88 1.26 2.84
C: 1.40 1.50 4.12
C: 2.26 1.46 5.20
C: 3.61 1.20 5.01
C: 4.10 0.99 3.73
C: 3.25 1.02 2.64
C: 3.18 -1.75 1.11
C: 3.25 -1.28 -0.19
C: 4.45 -1.22 -0.88
C: 5.61 -1.63 -0.25
C: 5.55 -2.10 1.06
C: 4.35 -2.16 1.75
C: 4.31 -2.66 3.16
C: 1.53 -4.95 1.75
C: 2.35 -4.73 0.52
C: 1.09 -6.24 2.03
H: -0.76 -7.93 4.34
H: 0.74 -8.57 3.67
H: -0.66 -8.32 2.62
H: -0.46 -5.66 4.95
H: -0.27 -3.51 5.65
H: -0.53 -2.38 4.32
H: 1.08 -2.54 5.03
H: 0.34 1.69 4.27
H: 1.89 1.62 6.20
H: 4.29 1.17 5.86
H: 5.15 0.79 3.57
H: 3.61 0.88 1.64
H: 2.34 -0.94 -0.66
H: 4.47 -0.84 -1.89
H: 6.56 -1.57 -0.76
H: 6.46 -2.42 1.54
H: 5.32 -2.85 3.54
H: 3.74 -3.58 3.22
H: 3.82 -1.92 3.80
H: 2.13 -3.76 0.08
H: 2.20 -5.52 -0.22
H: 3.41 -4.71 0.78
H: 1.33 -7.04 1.34
N: -0.30 0.84 -1.49
S: -0.14 1.91 -2.71
C: 0.71 0.87 -3.94
C: 1.80 0.08 -3.56
C: 2.63 -0.47 -4.52
C: 2.41 -0.22 -5.87
C: 1.34 0.59 -6.25
C: 0.51 1.14 -5.30
C: -1.71 1.93 -3.50
C: -2.26 3.13 -3.96
C: -3.53 3.14 -4.49
C: -4.28 1.96 -4.54
C: -3.73 0.77 -4.09
C: -2.45 0.74 -3.58
H: 0.65 0.79 -1.10
H: 1.96 -0.12 -2.52
H: 3.46 -1.10 -4.21
H: 3.07 -0.64 -6.62
H: 1.16 0.79 -7.30
H: -0.32 1.77 -5.60
H: -1.66 4.03 -3.92
H: -3.96 4.06 -4.86
H: -5.28 1.98 -4.95
H: -4.31 -0.14 -4.13
H: -1.97 -0.16 -3.23
N: 5.05 2.41 -2.25
C: 3.84 2.94 -1.90
N: 3.50 4.11 -2.51
S: 2.82 2.16 -0.86
H: 5.77 3.03 -2.60
H: 5.35 1.63 -1.69
H: 4.22 4.71 -2.88
H: 2.67 4.57 -2.17

Computed properties:
Multiplicity: 2
Lowest unoccupied orbital energy (alpha / beta) (eV): 1.48 / 1.48
Expectation value of S²: 0.754
Net charge: -1
Frontier orbital gap (alpha / beta) (eV): 4.73 / 4.72